Record 1
This record from the OMol25 dataset describes a cluster of 6 separate species, C52H100N2O12S in total. The level of theory is ωB97M-V/def2-TZVPD.

Its energy above the lowest of the compared OMol25 structures with the same formula, charge and spin is 0.0 kcal per mole. As for the max |F|: 0.3 eV/A. The SMILES is CCCCCCCCCCCCCCCc1cc(NCC)cc2c1Nc1cc(OC[C@@H](C)O)ccc1S2.COCCOC.COCCOC.COCCOC.COCCOC.COCCOC.

Positions of all 167 atoms, in Å:
C: 5.558 3.528 0.635
C: 6.180 3.118 1.966
C: 6.912 1.782 1.901
C: 8.063 1.786 0.909
C: 8.621 0.409 0.562
C: 7.617 -0.502 -0.164
C: 8.043 -0.827 -1.594
C: 8.060 0.418 -2.478
C: 6.661 0.982 -2.734
C: 6.652 2.316 -3.471
C: 5.264 2.951 -3.522
C: 4.192 2.011 -4.098
C: 3.100 2.725 -4.890
C: 2.198 3.620 -4.040
C: 1.081 2.814 -3.335
C: 1.109 2.819 -1.829
C: 0.848 4.017 -1.157
C: 0.747 4.077 0.231
N: 0.479 5.290 0.908
C: -0.823 5.384 1.588
C: -1.849 6.257 0.860
C: 0.902 2.901 0.965
C: 1.202 1.711 0.317
C: 1.331 1.664 -1.076
N: 1.690 0.424 -1.657
C: 0.962 -0.704 -1.252
C: 0.428 -1.600 -2.175
C: -0.305 -2.688 -1.728
O: -0.778 -3.583 -2.658
C: -2.179 -3.765 -2.726
C: -2.886 -2.721 -3.569
C: -4.350 -3.105 -3.736
O: -2.704 -1.423 -3.015
C: -0.516 -2.893 -0.365
C: 0.002 -1.984 0.550
C: 0.758 -0.899 0.116
S: 1.497 0.239 1.246
H: 6.314 3.878 -0.069
H: 4.838 4.328 0.768
H: 5.049 2.678 0.175
H: 5.394 3.039 2.719
H: 6.874 3.894 2.298
H: 6.182 1.010 1.642
H: 7.294 1.527 2.892
H: 8.861 2.407 1.323
H: 7.736 2.257 -0.021
H: 8.977 -0.074 1.474
H: 9.503 0.551 -0.062
H: 7.464 -1.427 0.393
H: 6.640 -0.023 -0.207
H: 9.028 -1.300 -1.586
H: 7.352 -1.557 -2.024
H: 8.669 1.198 -2.014
H: 8.532 0.187 -3.437
H: 6.090 0.242 -3.298
H: 6.159 1.136 -1.777
H: 7.040 2.180 -4.484
H: 7.338 2.990 -2.952
H: 4.991 3.249 -2.506
H: 5.282 3.858 -4.131
H: 4.690 1.310 -4.773
H: 3.738 1.424 -3.296
H: 2.462 1.985 -5.379
H: 3.557 3.307 -5.693
H: 2.781 4.192 -3.320
H: 1.730 4.346 -4.706
H: 1.098 1.806 -3.744
H: 0.118 3.227 -3.639
H: 0.680 4.911 -1.746
H: 0.562 6.050 0.247
H: -1.220 4.376 1.699
H: -0.666 5.771 2.595
H: -1.644 6.283 -0.209
H: -2.855 5.871 1.006
H: -1.840 7.278 1.236
H: 0.827 2.936 2.044
H: 1.791 0.473 -2.658
H: 0.566 -1.435 -3.235
H: -2.337 -4.745 -3.180
H: -2.627 -3.789 -1.728
H: -2.412 -2.689 -4.551
H: -4.936 -2.213 -3.954
H: -4.747 -3.554 -2.823
H: -4.496 -3.807 -4.552
H: -3.449 -1.227 -2.439
H: -1.079 -3.754 -0.034
H: -0.179 -2.122 1.606
C: -1.143 0.535 -5.971
O: 0.209 0.509 -6.398
C: 0.595 -0.730 -6.972
C: 0.644 -0.659 -8.480
O: -0.642 -0.456 -9.041
C: -0.887 0.879 -9.438
H: -1.381 1.559 -5.690
H: -1.825 0.213 -6.762
H: -1.283 -0.109 -5.095
H: -0.090 -1.525 -6.659
H: 1.593 -0.977 -6.596
H: 1.033 -1.605 -8.869
H: 1.325 0.141 -8.788
H: -0.278 1.149 -10.308
H: -0.683 1.584 -8.628
H: -1.938 0.945 -9.713
C: -3.413 -3.045 2.232
O: -2.651 -1.862 2.346
C: -3.293 -0.707 1.834
C: -3.869 0.154 2.934
O: -4.928 -0.503 3.610
C: -4.563 -1.039 4.867
H: -2.879 -3.828 2.768
H: -4.409 -2.929 2.669
H: -3.518 -3.345 1.182
H: -4.088 -0.993 1.136
H: -2.544 -0.131 1.281
H: -4.271 1.070 2.491
H: -3.079 0.434 3.637
H: -4.385 -0.242 5.597
H: -3.668 -1.662 4.794
H: -5.397 -1.648 5.211
C: 13.427 -2.719 1.158
O: 14.169 -1.834 0.341
C: 13.378 -1.131 -0.602
C: 13.095 0.285 -0.157
O: 12.280 0.318 1.002
C: 12.990 0.591 2.194
H: 14.101 -3.087 1.929
H: 12.580 -2.216 1.632
H: 13.056 -3.571 0.578
H: 12.434 -1.657 -0.775
H: 13.930 -1.104 -1.547
H: 12.559 0.806 -0.957
H: 14.036 0.814 0.022
H: 13.338 1.630 2.216
H: 13.848 -0.075 2.313
H: 12.300 0.436 3.022
C: -10.413 -1.436 4.443
O: -9.550 -2.483 4.847
C: -9.718 -3.678 4.106
C: -8.645 -3.845 3.053
O: -8.738 -2.861 2.039
C: -7.810 -1.802 2.191
H: -10.102 -0.536 4.970
H: -10.356 -1.255 3.367
H: -11.450 -1.661 4.709
H: -10.705 -3.699 3.632
H: -9.660 -4.516 4.808
H: -8.761 -4.825 2.578
H: -7.659 -3.812 3.528
H: -6.787 -2.147 2.007
H: -7.855 -1.360 3.189
H: -8.062 -1.041 1.454
C: -14.752 -1.722 9.532
O: -15.533 -2.642 8.794
C: -16.102 -2.094 7.617
C: -15.335 -2.498 6.379
O: -14.029 -1.946 6.363
C: -13.017 -2.861 6.735
H: -14.255 -2.283 10.321
H: -13.997 -1.240 8.905
H: -15.381 -0.951 9.991
H: -16.142 -1.002 7.685
H: -17.127 -2.467 7.538
H: -15.864 -2.128 5.496
H: -15.287 -3.590 6.316
H: -12.880 -3.627 5.963
H: -13.240 -3.349 7.686
H: -12.091 -2.298 6.835

---

Record 2
This record from the OMol25 dataset describes a cluster of 13 separate species, C52H104O21 in total in a non-equilibrium geometry. The level of theory is ωB97M-V/def2-TZVPD.

Its energy above the lowest of the compared OMol25 structures with the same formula, charge and spin is 146.3 kcal per mole. As for the max |F|: 4.4 eV/A.

Positions of all 177 atoms, in Å:
C: 3.736 -0.956 3.107
C: 4.744 -1.500 4.175
O: 5.656 -0.377 4.448
C: 6.695 0.065 3.653
O: 7.205 -0.557 2.724
O: 7.025 1.326 3.993
C: 8.190 1.985 3.464
H: 4.277 -0.353 2.378
H: 3.009 -0.280 3.557
H: 3.273 -1.821 2.635
H: 5.166 -2.449 3.844
H: 4.187 -1.711 5.088
H: 8.592 1.561 2.544
H: 8.954 1.769 4.212
H: 7.896 3.029 3.564
C: 1.946 0.389 -1.197
C: 1.736 -0.736 -0.116
O: 0.497 -1.414 -0.131
C: -0.550 -0.818 0.334
O: -0.560 0.214 0.996
O: -1.637 -1.508 -0.098
C: -2.891 -1.182 0.424
H: 1.434 1.253 -0.774
H: 1.417 0.229 -2.137
H: 2.984 0.661 -1.388
H: 2.012 -0.288 0.838
H: 2.479 -1.527 -0.220
H: -3.059 -0.114 0.285
H: -3.113 -1.410 1.467
H: -3.622 -1.813 -0.080
C: -7.499 4.027 -1.803
C: -6.397 3.589 -2.761
O: -5.766 2.398 -2.318
C: -4.712 1.817 -2.956
O: -4.346 2.102 -4.119
O: -4.174 0.899 -2.098
C: -3.061 0.003 -2.427
H: -6.999 4.337 -0.886
H: -8.157 3.237 -1.441
H: -8.166 4.821 -2.139
H: -5.711 4.390 -3.037
H: -6.891 3.260 -3.675
H: -2.185 0.316 -1.859
H: -2.680 0.153 -3.437
H: -3.165 -1.079 -2.351
C: 7.180 -1.190 -0.646
C: 5.856 -0.949 -1.463
O: 6.162 -0.993 -2.853
C: 5.117 -0.832 -3.723
O: 3.947 -0.818 -3.350
O: 5.636 -0.729 -4.936
C: 4.735 -0.336 -6.021
H: 7.224 -1.432 0.416
H: 7.780 -0.290 -0.778
H: 7.756 -2.046 -0.996
H: 5.439 -0.030 -1.050
H: 5.105 -1.705 -1.237
H: 4.318 0.655 -5.845
H: 3.929 -1.069 -6.047
H: 5.216 -0.301 -6.998
C: -1.016 -3.364 4.762
C: 0.241 -3.698 5.562
C: 1.198 -2.746 5.019
O: 0.565 -1.471 4.768
C: -0.731 -1.919 4.267
H: -1.948 -3.409 5.326
H: -1.040 -4.115 3.973
H: 0.612 -4.709 5.392
H: -0.036 -3.637 6.614
H: 1.564 -2.992 4.022
H: 2.065 -2.644 5.672
H: -0.705 -1.813 3.182
H: -1.614 -1.379 4.609
C: -7.579 -2.688 -2.205
C: -6.303 -3.219 -1.507
C: -6.700 -4.591 -0.960
O: -7.620 -5.070 -2.037
C: -7.896 -4.009 -2.919
H: -7.477 -1.817 -2.853
H: -8.380 -2.415 -1.518
H: -5.973 -2.630 -0.651
H: -5.487 -3.179 -2.228
H: -7.227 -4.572 -0.007
H: -5.877 -5.299 -0.864
H: -8.870 -4.194 -3.372
H: -7.130 -4.069 -3.692
C: 2.471 4.035 4.263
C: 1.031 3.898 3.810
C: 1.194 2.526 3.115
O: 2.455 2.336 2.617
C: 3.330 3.368 3.141
H: 2.690 3.586 5.231
H: 2.743 5.090 4.302
H: 0.736 4.755 3.206
H: 0.271 3.952 4.590
H: 0.354 2.436 2.427
H: 1.234 1.738 3.868
H: 3.660 4.060 2.367
H: 4.312 3.078 3.516
C: -3.372 -4.498 1.855
C: -4.006 -5.516 2.610
C: -4.150 -6.704 1.728
O: -3.543 -6.364 0.506
C: -2.869 -5.185 0.628
H: -2.531 -4.043 2.378
H: -4.129 -3.735 1.675
H: -5.004 -5.263 2.967
H: -3.352 -5.619 3.477
H: -5.221 -6.626 1.536
H: -3.867 -7.680 2.119
H: -3.110 -4.536 -0.215
H: -1.781 -5.196 0.682
C: 2.555 3.192 -4.411
C: 1.448 2.182 -4.600
C: 0.269 2.689 -3.752
O: 0.759 3.893 -3.130
C: 1.729 4.467 -3.907
H: 3.090 3.510 -5.306
H: 3.283 2.946 -3.639
H: 1.739 1.176 -4.298
H: 1.264 2.300 -5.667
H: 0.226 1.966 -2.938
H: -0.686 2.901 -4.234
H: 2.198 5.150 -3.198
H: 1.348 5.158 -4.658
C: 2.039 -3.526 -3.582
C: 2.986 -4.094 -4.551
C: 3.157 -5.575 -4.164
O: 1.916 -5.819 -3.483
C: 1.123 -4.682 -3.534
H: 1.615 -2.597 -3.961
H: 2.426 -3.305 -2.587
H: 3.943 -3.575 -4.486
H: 2.509 -4.047 -5.530
H: 4.088 -5.500 -3.603
H: 3.378 -6.177 -5.046
H: 0.482 -4.624 -2.655
H: 0.367 -4.729 -4.317
C: -5.138 0.810 2.058
C: -6.069 1.883 1.660
C: -5.853 2.956 2.788
O: -5.308 2.193 3.856
C: -5.317 0.795 3.505
H: -4.091 1.024 1.844
H: -5.365 -0.129 1.552
H: -7.077 1.469 1.626
H: -5.913 2.199 0.629
H: -6.785 3.471 3.019
H: -5.142 3.712 2.452
H: -6.278 0.375 3.803
H: -4.558 0.185 3.995
C: -2.092 3.502 0.067
C: -2.692 4.393 -1.012
C: -3.067 5.635 -0.275
O: -3.536 5.142 0.962
C: -2.725 4.030 1.403
H: -1.039 3.785 0.098
H: -1.964 2.424 -0.036
H: -3.596 3.863 -1.313
H: -2.062 4.559 -1.886
H: -3.801 6.231 -0.816
H: -2.244 6.307 -0.033
H: -3.146 3.212 1.987
H: -2.024 4.502 2.091
C: 5.014 2.999 -0.135
C: 6.181 2.685 0.716
C: 7.400 2.667 -0.173
O: 6.871 2.286 -1.456
C: 5.492 2.728 -1.556
H: 4.659 4.030 -0.143
H: 4.176 2.342 0.096
H: 5.972 1.657 1.014
H: 6.305 3.341 1.577
H: 8.033 1.879 0.235
H: 7.863 3.652 -0.220
H: 4.815 2.128 -2.163
H: 5.501 3.680 -2.088